Below is 2 unconnected molecules or ions with the total composition C31H30N3O at a distorted geometry, with properties calculated with ωB97M-V with the def2-TZVPD basis set.

```
65
Properties=species:S:1:pos:R:3
C 1.48470 -1.22637 4.42757
N 1.40062 -0.17491 3.43060
C 2.31059 0.01783 2.43942
C 1.97302 1.17856 1.70681
C 2.73193 1.75569 0.68264
C 2.17179 2.68348 -0.26042
C 0.87318 2.50998 -0.81447
C 0.35928 3.43413 -1.71829
C 1.10316 4.56976 -2.06309
C 2.37368 4.76662 -1.51305
C 2.92456 3.81357 -0.67195
C 0.75944 1.71850 2.34605
C 0.05238 2.90800 2.23448
C -0.94982 3.20290 3.17469
C -1.25279 2.30985 4.21412
C -0.57177 1.08911 4.32568
C 0.43323 0.83643 3.40138
H 0.57205 -1.21863 5.02698
H 1.58993 -2.20230 3.93504
H 2.35197 -1.07739 5.08822
H 3.15764 -0.64844 2.28934
H 3.81791 1.71731 0.77960
H 0.29618 1.62346 -0.53794
H -0.63125 3.27106 -2.14874
H 0.69573 5.29633 -2.76554
H 2.94844 5.66292 -1.74944
H 3.94069 3.92490 -0.28145
H 0.28493 3.59475 1.42363
H -1.50159 4.14131 3.09605
H -2.01995 2.56807 4.94179
H -0.80106 0.35930 5.09840
C 2.60687 -6.87830 -0.63586
N 2.91951 -5.88524 0.37666
C 2.77989 -6.34550 1.74458
C 3.13403 -4.57890 0.05565
C 2.62936 -4.01932 -1.14032
C 2.71093 -2.66562 -1.34385
N 3.52275 -1.85814 -0.56773
C 3.73461 -0.51339 -0.83720
C 3.21629 0.08396 -2.01703
C 3.94899 1.22671 -2.67024
C 3.26453 1.93509 -3.67141
C 3.83552 3.05913 -4.26192
C 5.11307 3.47850 -3.87237
C 5.83358 2.73146 -2.93426
C 5.25565 1.60543 -2.33904
O 2.11943 -0.26464 -2.52204
C 4.12007 -2.42220 0.54807
C 3.86413 -3.71453 0.91619
H 3.20919 -6.71197 -1.53945
H 2.84547 -7.86700 -0.22527
H 1.54238 -6.86667 -0.91877
H 3.19912 -5.62404 2.44751
H 1.72158 -6.50815 2.00425
H 3.29936 -7.30571 1.85075
H 2.11028 -4.61569 -1.88582
H 2.16928 -2.17889 -2.13786
H 4.51928 -0.04983 -0.23915
H 2.26039 1.61579 -3.95534
H 3.26480 3.61196 -5.01005
H 5.53812 4.38648 -4.30050
H 6.84513 3.03084 -2.65415
H 5.80633 1.01934 -1.60402
H 4.77825 -1.76360 1.11005
H 4.27995 -4.07981 1.85203
```

Properties
LUMO = -4.33 eV
charge = +1
HOMO level = -9.3 eV
ΔE to the lowest compared entry with this formula, charge and spin = 52.1 kcal per mole
maximum force = 1.7 eV Å⁻¹

Below is a molecular structure, C31H31AsN4O4PSe4Ti, with properties calculated with ωB97M-V with the def2-TZVPD basis set.

```
77
Properties=species:S:1:pos:R:3
Ti -0.03543 2.69623 1.27117
O 2.22631 3.34918 4.67239
C 1.36645 3.04962 3.86888
O 1.25908 3.41380 2.63817
C 0.21729 2.14541 4.26665
C -0.10553 1.71453 5.53846
C -1.26121 0.95794 5.69782
C -2.05688 0.66369 4.59809
C -1.65446 1.13998 3.36629
N -0.54261 1.84751 3.22291
C -2.36342 0.96474 2.04721
O -3.34328 0.24956 1.94858
O -1.78230 1.62594 1.09965
H 0.53803 1.98294 6.36432
H -1.54348 0.60073 6.68035
H -2.96412 0.08079 4.66917
Se 2.04463 1.57894 0.19582
Se 4.03787 2.61387 -0.65640
Se 3.98689 3.94731 -2.58928
Se -0.73104 4.61914 0.45173
C 1.77728 1.65653 -4.22211
N 1.24148 3.01950 -3.86184
C 0.10485 3.38083 -4.77342
N -0.93530 2.38167 -4.72414
C -0.35546 1.08701 -5.07624
N 0.74398 0.67558 -4.20892
C 0.28253 0.40354 -2.84654
P -0.49608 1.86507 -1.98621
C 0.80054 3.07301 -2.43826
C -1.61940 2.32329 -3.40103
H 2.56658 1.44305 -3.50156
H 2.20772 1.74789 -5.22085
H 2.07440 3.65337 -3.86990
H 0.50346 3.45224 -5.78696
H -0.27602 4.35045 -4.45440
H 0.02061 1.14859 -6.10141
H -1.13989 0.33096 -5.03526
H 1.13212 0.08203 -2.23906
H -0.43711 -0.41837 -2.87697
H 1.68689 2.86722 -1.84663
H 0.49956 4.09123 -2.19155
H -2.06277 3.30023 -3.19395
H -2.44037 1.60784 -3.47934
C 3.88562 -3.36081 -0.84945
C 3.86959 -2.82562 0.43096
C 2.72418 -2.21563 0.91783
C 1.56625 -2.15122 0.14634
C 1.59787 -2.67688 -1.14236
C 2.74821 -3.27784 -1.63678
As 0.03792 -1.10348 0.78694
C -1.39261 -1.91868 -0.26322
C -2.36217 -1.06497 -0.78258
C -3.40793 -1.57341 -1.54429
C -3.49428 -2.93517 -1.78897
C -2.53679 -3.79526 -1.26388
C -1.49328 -3.28854 -0.50429
C -0.30003 -1.93108 2.53338
C -1.43592 -2.68226 2.82160
C -1.67590 -3.12800 4.11507
C -0.78541 -2.83075 5.13670
C 0.33756 -2.06148 4.86451
C 0.56561 -1.60042 3.57687
H 4.78498 -3.82340 -1.23594
H 4.75968 -2.86067 1.04642
H 2.75013 -1.76846 1.90223
H 0.72347 -2.61185 -1.77793
H 2.75327 -3.67541 -2.64448
H -2.31027 -0.00414 -0.56706
H -4.16481 -0.90183 -1.93088
H -4.31132 -3.33058 -2.38028
H -2.60557 -4.86114 -1.44481
H -0.74803 -3.96230 -0.09703
H -2.15020 -2.90622 2.04017
H -2.56726 -3.70743 4.32357
H -0.97346 -3.18300 6.14370
H 1.02527 -1.79773 5.65890
H 1.41325 -0.94895 3.39367
```

Properties
LUMO = 1.96 eV
charge = -1
HOMO level = -3.7 eV
ΔE to the lowest compared entry with this formula, charge and spin = 12.5 kcal per mole
maximum force = 0.8 eV Å⁻¹

Below is a molecular structure, C31H31Ge2N6RhSe at a distorted geometry, with properties calculated with ωB97M-V with the def2-TZVPD basis set.

```
72
Properties=species:S:1:pos:R:3
Rh 1.00808 -0.03953 -0.25198
Se 6.31074 5.37058 0.45951
N 6.40460 3.61478 0.26528
C 5.17361 3.18781 0.12362
C 4.82933 1.78535 -0.09120
C 5.78534 0.77503 -0.24957
C 5.36256 -0.51032 -0.50564
C 3.99828 -0.78016 -0.55701
N 3.08045 0.16696 -0.37414
C 3.48736 1.44489 -0.18214
C 2.43650 2.46366 -0.15906
N 1.16153 2.03009 -0.34448
C 0.19080 2.93795 -0.42018
C 0.42906 4.30390 -0.29833
C 1.71377 4.74730 -0.08757
C 2.74993 3.80850 -0.02076
C 4.15080 4.18084 0.15628
N 4.54820 5.41904 0.32310
H 6.83657 1.02746 -0.18995
H 6.06946 -1.31176 -0.66792
H 3.63306 -1.77475 -0.76925
H -0.81286 2.57257 -0.57615
H -0.40062 4.99287 -0.36996
H 1.94577 5.79943 0.01962
C -2.07428 -1.74362 -3.44663
Ge -2.88202 -0.17174 -2.70900
C -4.77009 -0.21572 -2.42131
C -2.09766 1.48130 -3.27755
Ge -1.38670 -0.24225 0.28081
C -2.30573 -1.82889 0.86026
C -1.88704 -2.09402 2.16690
C -2.25045 -3.29000 2.77518
C -3.07156 -4.18628 2.10845
C -3.52097 -3.90572 0.82140
C -3.13288 -2.73296 0.19541
C -2.10248 1.22761 1.29429
C -1.51486 1.76606 2.44163
C -1.99008 2.95398 2.97490
C -3.03664 3.63272 2.35704
C -3.62219 3.11445 1.21241
C -3.16198 1.90838 0.69354
H -2.37866 -1.68085 -4.50103
H -2.45889 -2.67151 -3.02973
H -0.98744 -1.71975 -3.40718
H -5.12680 -0.24383 -3.46250
H -5.15859 0.67644 -1.93723
H -5.12091 -1.10803 -1.90875
H -2.36015 1.49805 -4.34483
H -1.01326 1.48917 -3.18942
H -2.53122 2.35428 -2.79489
H -1.29508 -1.37603 2.73212
H -1.92445 -3.49729 3.78614
H -3.38511 -5.09664 2.60175
H -4.16939 -4.60687 0.31289
H -3.48804 -2.53575 -0.80910
H -0.69656 1.25885 2.94189
H -1.54796 3.35638 3.87697
H -3.41229 4.55189 2.78634
H -4.44910 3.63017 0.74196
H -3.67991 1.48816 -0.16951
C 2.57904 -5.07658 1.40319
N 1.80726 -4.05181 0.68795
C 0.93283 -4.27743 -0.34563
C 0.46928 -3.06049 -0.72833
N 1.05804 -2.08986 0.05814
C 1.86474 -2.73479 0.89573
H 1.95207 -5.95114 1.54949
H 2.87749 -4.68392 2.37095
H 3.45828 -5.34753 0.82408
H 0.70989 -5.26932 -0.70012
H -0.26642 -2.82702 -1.47701
H 2.45664 -2.28273 1.67580
```

Properties
expectation value of S² = 0.7569
LUMO (spin up / spin down) = -11.11 / -11.07 eV
charge = +3
HOMO level (spin up / spin down) = -15.9 / -15.9 eV
ΔE to the lowest compared entry with this formula, charge and spin = 16.9 kcal per mole
maximum force = 1.1 eV Å⁻¹
spin multiplicity = 2

Below is a molecular structure, C31H31GeIN3O4S2SeW at a distorted geometry, with properties calculated with ωB97M-V with the def2-TZVPD basis set.

```
75
Properties=species:S:1:pos:R:3
W -1.15728 -0.21631 -0.96341
C -2.01053 -1.49114 3.58536
C -2.12338 -0.03421 3.27310
N -2.36694 0.79778 4.26988
C -2.46026 2.09635 4.03934
C -2.21498 2.68695 2.80620
C -2.30821 4.18097 2.62147
O -3.35536 4.57422 1.75912
C -1.90924 1.82928 1.75121
C -1.41212 2.23930 0.39206
N -0.23333 1.39843 0.11575
C 0.57796 1.78424 -0.95085
C 1.34115 2.94829 -1.01421
C 2.08277 3.18555 -2.15780
C 2.06371 2.27770 -3.20215
C 1.32930 1.09960 -3.10272
C 0.53709 0.81330 -1.98990
I 0.86923 -1.73862 0.27336
C -1.94481 0.43911 1.95880
O -1.83795 -0.37732 0.90057
H -2.18225 -1.65855 4.64428
H -1.01541 -1.84398 3.31924
H -2.72598 -2.06544 3.00050
H -2.70471 2.70655 4.89948
H -1.34766 4.58144 2.25602
H -2.52914 4.65098 3.58323
H -3.25499 4.11527 0.91487
H -1.18485 3.31695 0.33187
H 1.37733 3.62734 -0.17399
H 2.67926 4.08376 -2.23657
H 2.60978 2.49036 -4.11301
H 1.36186 0.40182 -3.93679
C -5.16573 2.60712 -0.99045
Ge -4.03448 0.93536 -0.77799
C -4.82445 -0.08715 -2.32523
C -4.77791 0.19527 0.92255
C -2.24192 1.73786 -0.77448
H -6.19476 2.32489 -1.18350
H -4.80832 3.18206 -1.84087
H -5.16719 3.25388 -0.11963
H -5.34212 0.62871 -2.95477
H -5.54467 -0.80069 -1.93119
H -4.12814 -0.64173 -2.94626
H -5.81090 -0.06673 0.71380
H -4.77065 0.95350 1.69914
H -4.26373 -0.68820 1.28244
H -2.09628 2.38065 -1.65101
Se -2.81869 -2.21202 -0.94888
C -3.21373 -3.27830 0.66938
C -4.50778 -3.32034 1.18328
C -4.79883 -4.12811 2.26757
C -3.81370 -4.92472 2.83020
C -2.53189 -4.89779 2.30700
C -2.22878 -4.07986 1.23371
H -5.27386 -2.70682 0.73023
H -5.79944 -4.12413 2.67974
H -4.04415 -5.55705 3.67679
H -1.75578 -5.51154 2.73791
H -1.22484 -4.05301 0.83919
O -0.49578 -1.67689 -2.47511
S -1.43374 -1.28847 -3.57026
O -2.44910 -2.27141 -3.81455
N -1.95119 0.12162 -2.96930
C -1.83786 1.10067 -3.99513
S -2.47058 2.66090 -3.85485
C -1.16158 0.64722 -5.14135
C -0.87626 1.35018 -6.33136
C -0.19948 0.71823 -7.33910
C 0.21783 -0.62150 -7.22693
C -0.07830 -1.34731 -6.08315
C -0.73604 -0.70677 -5.06040
H -1.20810 2.37276 -6.41767
H 0.00691 1.24986 -8.25655
H 0.75185 -1.08818 -8.03948
H 0.19023 -2.38843 -5.97685
```

Properties
LUMO (spin up / spin down) = 0.62 / 0.62 eV
charge = -1
HOMO level (spin up / spin down) = -4.7 / -4.7 eV
maximum force = 4.8 eV Å⁻¹

Below is a molecular structure, C31H31GeN5PtS2 at a distorted geometry, with properties calculated with ωB97M-V with the def2-TZVPD basis set.

```
71
Properties=species:S:1:pos:R:3
Pt 0.25550 1.29718 -0.45105
C 0.27631 -3.28138 -4.39084
C 0.16987 -1.94538 -5.09434
N -0.39200 -1.02075 -4.16993
C 0.19883 -0.30248 -3.23862
S -0.80263 1.02876 -2.43186
N 1.43002 -0.49803 -2.82829
N 1.80887 0.10563 -1.71086
C 3.01997 0.31422 -1.38026
C 4.26179 -0.29034 -2.03299
C 3.34319 1.22760 -0.20455
C 4.58324 1.38564 0.35374
C 4.80001 2.40073 1.22601
C 3.77582 3.31487 1.49724
C 2.46521 3.03137 1.04635
N 2.27831 2.02873 0.13181
H 0.34840 -4.12784 -5.08409
H -0.73434 -3.38027 -3.91113
H 0.97707 -3.34531 -3.54492
H -0.46979 -1.89550 -6.01813
H 1.12141 -1.56164 -5.47360
H -1.20617 -0.52201 -4.43095
H 4.51175 -1.04530 -1.34412
H 5.08044 0.53657 -2.13969
H 4.10942 -0.75655 -2.98981
H 5.29492 0.71871 0.13623
H 5.76042 2.61916 1.71894
H 3.93235 4.25318 2.09607
H 1.69565 3.59884 1.43487
C -1.55056 -4.67767 -1.33422
C -0.37281 -4.42028 -0.63654
C -0.25173 -3.27733 0.15128
C -1.23088 -2.26683 -0.03991
C -2.35716 -2.46468 -0.79930
C -2.48325 -3.67607 -1.49442
Ge -1.06227 -0.54914 0.79433
C -2.91134 0.19117 1.13091
C -3.52704 -0.29743 2.31834
C -4.83775 0.08629 2.64712
C -5.55517 0.83709 1.76846
C -4.97508 1.35646 0.62572
C -3.62079 1.09200 0.35872
C 0.27913 -0.37222 2.26254
C 0.03856 0.23072 3.54027
C 1.12751 0.54572 4.36064
C 2.38866 0.32928 3.90228
C 2.59933 -0.25394 2.68589
C 1.56227 -0.49806 1.84061
H -1.62770 -5.61074 -1.90713
H 0.31516 -5.26596 -0.55915
H 0.53438 -2.94760 0.87079
H -3.15412 -1.67763 -0.75611
H -3.36379 -4.03650 -2.05219
H -3.00603 -1.02064 2.94110
H -5.27857 -0.38738 3.52943
H -6.61988 1.05083 1.88157
H -5.60908 1.97422 -0.03022
H -3.12927 1.47423 -0.52337
H -0.97787 0.46590 3.83584
H 0.93860 1.10478 5.30674
H 3.27703 0.67934 4.51798
H 3.55599 -0.33528 2.25469
H 1.74463 -0.85448 0.83345
S -2.68710 4.74020 0.68073
C -1.93772 4.14785 2.08405
C -1.00641 3.13074 1.80084
N -0.87542 2.97876 0.45646
C -1.72595 3.68225 -0.24576
H -2.27667 4.56990 3.05642
H -0.42422 2.60770 2.53808
H -1.81943 3.72599 -1.36817
```

Properties
expectation value of S² = 3.7648
LUMO (spin up / spin down) = -2.99 / -4.60 eV
charge = +1
HOMO level (spin up / spin down) = -8.7 / -11.1 eV
ΔE to the lowest compared entry with this formula, charge and spin = 56.0 kcal per mole
maximum force = 4.3 eV Å⁻¹
spin multiplicity = 4

Below is a molecular structure, C31H32Cl4N7O2PTeTi at a distorted geometry, with properties calculated with ωB97M-V with the def2-TZVPD basis set.

```
79
Properties=species:S:1:pos:R:3
Ti -0.11348 1.12599 -0.45228
C 2.14101 1.27920 1.77471
C 3.01944 1.02415 0.54515
C 2.80296 1.90307 -0.66396
C 3.91067 2.44529 -1.31987
C 3.72628 3.22885 -2.44214
C 2.44490 3.48343 -2.89717
C 1.38705 2.91683 -2.20599
N 1.57311 2.14651 -1.12717
N 0.79881 0.62143 1.77054
C -0.12717 1.36374 2.65907
C -0.21127 2.79874 2.26893
C -0.42530 3.80864 3.19992
C -0.37457 5.12247 2.77291
C -0.06202 5.37665 1.44382
C 0.06734 4.30669 0.57910
N -0.07524 3.03565 0.97098
C 0.89555 -0.71019 2.40896
C 1.65885 -1.84091 1.76020
C 2.98733 -2.04717 2.13118
C 3.63902 -3.19577 1.71472
C 2.94136 -4.10352 0.94030
C 1.62198 -3.81091 0.61704
N 0.98700 -2.72083 1.02491
H 2.00056 2.35256 1.88925
H 2.68876 0.93993 2.66460
H 2.93503 -0.01444 0.22035
H 4.05450 1.18486 0.85901
H 4.90068 2.22987 -0.94142
H 4.58548 3.63671 -2.96135
H 2.24650 4.08434 -3.77264
H 0.35164 3.04271 -2.51361
H 0.20530 1.29750 3.70612
H -1.10861 0.88258 2.57169
H -0.60159 3.55351 4.23718
H -0.55424 5.93398 3.46642
H 0.03872 6.38093 1.05808
H 0.20616 4.46636 -0.48089
H -0.12054 -1.05931 2.59872
H 1.36957 -0.54314 3.38762
H 3.49075 -1.32233 2.75897
H 4.66910 -3.37827 1.99493
H 3.39929 -5.01403 0.57963
H 1.04584 -4.50042 0.00983
Cl 1.24670 -1.72401 -6.55361
C 1.23960 -1.34837 -4.86004
C 2.22612 -1.84606 -4.03080
Cl 3.50946 -2.83380 -4.66002
C 2.18479 -1.54464 -2.65678
Cl 3.46849 -2.03907 -1.58827
C 1.15758 -0.79778 -2.12535
O 0.98510 -0.51256 -0.83673
C 0.20470 -0.19127 -2.99121
O -0.59918 0.65569 -2.43788
C 0.23487 -0.51313 -4.34698
Cl -0.96016 0.21469 -5.36262
Te -2.41849 2.52877 -0.78221
C -4.76788 -2.50957 1.39663
N -3.57686 -3.20993 0.91989
C -3.73365 -3.39744 -0.52507
N -3.97298 -2.17259 -1.27378
C -5.12595 -1.47647 -0.70757
N -5.03706 -1.23899 0.73561
C -3.99725 -0.24752 1.05082
P -2.31395 -0.73362 0.44480
C -2.36073 -2.43217 1.22030
C -2.78770 -1.30821 -1.26379
H -4.66932 -2.33308 2.47132
H -5.62506 -3.16821 1.22695
H -4.58145 -4.07142 -0.67937
H -2.83331 -3.87475 -0.91863
H -6.01494 -2.08697 -0.89017
H -5.24155 -0.51896 -1.21657
H -3.94724 -0.14187 2.14019
H -4.25147 0.72778 0.63371
H -2.30101 -2.30998 2.30850
H -1.47102 -2.98880 0.91430
H -1.93853 -1.85119 -1.68749
H -2.94721 -0.41635 -1.87440
```

Properties
expectation value of S² = 0.7608
LUMO (spin up / spin down) = 2.07 / 2.07 eV
charge = -1
HOMO level (spin up / spin down) = -2.6 / -2.6 eV
ΔE to the lowest compared entry with this formula, charge and spin = 23.9 kcal per mole
maximum force = 2.2 eV Å⁻¹
spin multiplicity = 2